Entry from the OMol25 dataset: a structure of composition C38H40BF3MgN7O4 (ωB97M-V/def2-TZVPD).

For the strongest force on any atom, the calculation gives 4.26 eV/Å. For the HOMO-LUMO gap (spin up / spin down), the calculation gives 5.134 / 6.057 eV. The HOMO energy (spin up / spin down) is -0.125 / -0.158 Ha.

```
! RIJCOSX wB97M-V def2-TZVPD def2/J DEFGRID3
* xyz -1 1
Mg -1.520 0.322 1.645
C -4.614 5.028 2.519
C -4.523 4.217 3.651
C -4.319 2.844 3.583
C -4.245 2.198 2.326
C -4.193 3.014 1.217
C -4.378 4.378 1.325
N -4.155 0.835 2.180
C -4.502 0.090 3.357
C -5.835 0.151 3.782
C -6.224 -0.464 4.943
C -5.286 -1.166 5.702
C -3.982 -1.255 5.283
C -3.560 -0.634 4.073
N -2.261 -0.633 3.571
N -1.406 -1.221 4.369
C -0.132 -1.115 4.038
C 0.831 -1.870 4.736
C 2.178 -1.834 4.410
C 2.540 -0.958 3.384
C 1.565 -0.255 2.728
N 0.286 -0.315 3.000
H -4.825 6.081 2.604
H -4.643 4.665 4.615
H -4.337 2.309 4.522
H -4.013 2.622 0.262
H -4.351 4.983 0.426
H -6.517 0.655 3.126
H -7.287 -0.386 5.269
H -5.557 -1.613 6.634
H -3.254 -1.740 5.903
H 0.492 -2.570 5.495
H 2.864 -2.453 4.972
H 3.567 -0.848 3.006
H 1.822 0.389 1.886
F 4.368 -2.506 -0.647
C 3.663 -1.515 -1.241
C 2.452 -1.180 -0.722
C 1.721 -0.137 -1.331
C 0.537 0.416 -0.608
O 0.042 -0.208 0.345
C 0.001 1.651 -1.094
C 0.416 2.056 -2.350
N 1.409 1.447 -3.050
C 1.793 2.017 -4.308
C 0.649 2.095 -5.303
C 1.713 1.042 -5.471
C 2.147 0.416 -2.480
C 3.396 0.035 -3.035
C 4.173 -0.910 -2.402
N 5.387 -1.330 -2.923
C 6.557 -1.556 -2.022
C 7.454 -0.335 -1.897
N 7.906 0.090 -3.223
C 6.689 0.510 -4.002
C 5.855 -0.775 -4.193
C -1.018 2.551 -0.327
O -1.399 3.540 -0.915
O -1.354 2.107 0.814
H 2.024 -1.666 0.155
H -0.014 2.920 -2.790
H 2.593 2.721 -4.301
H 0.622 2.917 -6.039
H -0.387 1.785 -4.990
H 2.424 1.094 -6.262
H 1.401 0.048 -5.213
H 3.699 0.520 -3.971
H 7.166 -2.377 -2.456
H 6.130 -1.966 -1.094
H 8.235 -0.622 -1.239
H 6.905 0.418 -1.361
H 12.267 -7.017 -8.545
H 8.744 0.891 -3.108
H 6.980 0.985 -4.957
H 6.084 1.252 -3.511
H 6.545 -1.527 -4.645
H 5.021 -0.654 -4.868
C -3.064 -3.005 0.942
C -3.074 -1.936 -0.136
C -1.788 -2.090 -0.957
C -4.296 -2.099 -1.110
O -3.062 -0.671 0.524
H -3.021 -3.980 0.452
H -3.957 -2.973 1.539
H -2.203 -2.909 1.589
H -1.826 -3.059 -1.485
H -0.925 -2.010 -0.279
H -1.745 -1.309 -1.724
H -4.099 -3.022 -1.687
H -4.268 -1.278 -1.841
H -5.234 -2.134 -0.592
F -4.861 0.766 -0.164
B -4.397 -0.007 0.861
F -5.402 -0.977 1.107
*
```